Below is a molecular structure, C35H31Br6KO3P at a distorted geometry, with properties calculated with ωB97M-V with the def2-TZVPD basis set.

Each line ends with the Löwdin charge.
CARTESIAN COORDINATES (ANGSTROEM)
K 0.091 -0.005 -0.515  0.688
C -2.320 -2.181 1.285  -0.062
C -2.428 -3.255 0.196  -0.378
C -1.894 -4.583 0.719  -0.075
C -1.729 -2.768 -1.059  -0.219
C -2.388 -1.883 -1.910  -0.049
C -1.756 -1.350 -3.025  -0.063
C -0.437 -1.688 -3.329  -0.292
C 0.259 -1.108 -4.536  -0.040
C 0.224 -2.563 -2.473  -0.042
C -0.410 -3.098 -1.357  -0.034
H -2.885 -2.468 2.176  0.082
H -2.701 -1.219 0.931  0.073
H -1.278 -2.043 1.571  0.053
H -3.486 -3.385 -0.054  0.130
H -0.869 -4.478 1.081  0.081
H -1.907 -5.351 -0.056  0.082
H -2.505 -4.927 1.556  0.075
H -3.409 -1.588 -1.684  0.115
H -2.289 -0.650 -3.660  0.105
H 0.190 -1.786 -5.390  0.079
H 1.316 -0.936 -4.330  0.086
H -0.191 -0.159 -4.829  0.060
H 1.263 -2.810 -2.656  0.127
H 0.161 -3.729 -0.690  0.115
Br 6.529 -3.119 1.251  0.622
C 5.230 -1.879 0.634  -0.793
C 5.595 -0.748 -0.068  -0.787
Br 7.420 -0.381 -0.440  0.621
C 4.594 0.146 -0.521  -0.648
Br 5.037 1.702 -1.524  0.661
C 3.214 -0.029 -0.305  -0.486
O 2.315 0.778 -0.746  -0.290
C 2.829 -1.226 0.463  -0.481
O 1.583 -1.461 0.710  -0.397
C 3.859 -2.094 0.883  -0.645
Br 3.259 -3.641 1.817  0.664
Br -2.355 1.840 3.109  0.531
C -0.517 1.504 3.662  -1.016
Br 0.414 0.219 2.549  0.767
H -0.559 1.098 4.665  -0.013
H 0.034 2.436 3.636  -0.006
O -1.639 1.585 -1.136  -0.440
P -2.575 2.640 -1.670  0.792
C -2.691 4.085 -0.608  -0.272
C -3.811 4.915 -0.579  -0.084
C -3.813 6.039 0.238  -0.080
C -2.696 6.334 1.013  -0.082
C -1.585 5.507 0.984  -0.072
C -1.582 4.377 0.182  -0.065
C -2.067 3.266 -3.274  -0.271
C -0.854 2.811 -3.786  -0.049
C -0.401 3.286 -5.013  -0.064
C -1.155 4.213 -5.714  -0.083
C -2.362 4.679 -5.201  -0.082
C -2.820 4.210 -3.979  -0.084
C -4.257 1.999 -1.842  -0.264
C -4.948 1.726 -0.655  -0.072
C -6.179 1.093 -0.696  -0.073
C -6.725 0.716 -1.917  -0.085
C -6.043 0.971 -3.096  -0.079
C -4.808 1.609 -3.062  -0.071
H -4.687 4.677 -1.171  0.104
H -4.684 6.681 0.270  0.100
H -2.702 7.210 1.650  0.102
H -0.725 5.737 1.600  0.109
H -0.728 3.713 0.166  0.117
H -0.277 2.092 -3.220  0.110
H 0.541 2.938 -5.415  0.111
H -0.800 4.584 -6.667  0.102
H -2.942 5.409 -5.752  0.101
H -3.754 4.575 -3.571  0.104
H -4.509 2.006 0.295  0.105
H -6.709 0.884 0.224  0.105
H -7.684 0.215 -1.948  0.102
H -6.469 0.665 -4.043  0.103
H -4.269 1.793 -3.979  0.103

Values from the calculation:
HOMO energy = -2.8011 eV
Energy above the lowest of the compared OMol25 structures with the same formula, charge and spin = 25.2 kcal per mole
Net charge = -1
2S+1 = 1
Lowest unoccupied orbital energy = 1.76 eV
Frontier orbital gap = 4.5592 eV